No. 1
C13H18Si in the gas phase, computed with the ωB97M-V functional and the def2-TZVPD basis.

## Properties
Frontier orbital gap   10.00 eV
Highest occupied orbital energy   -9.19 eV
SMILES   C[C@H](C#C[Si](C)(C)C)c1ccccc1
Lowest unoccupied orbital energy   0.0298 hartree

XYZ file:
```
32
C13H18Si, DFT the ωB97M-V functional and the def2-TZVPD basis
C 4.4974 -1.3979 -1.5545
C 3.5967 -1.5602 -0.5626
C 4.1291 -1.1244 -2.8440
C 2.2496 -1.3205 -0.8113
C 2.8093 -1.0592 -3.1568
C 1.8625 -1.0025 -2.1056
C -0.4182 -0.2592 -0.7345
C -0.9297 -0.1622 0.3858
C 0.4012 -0.5500 -2.3928
C 0.1547 0.6357 -3.2650
C -0.5717 1.6056 2.8405
C -2.2580 -1.0985 3.0245
C -3.3748 1.2787 1.1717
Si -1.8349 0.4878 1.9580
H 5.6172 -1.4715 -1.2536
H 4.0248 -1.8772 0.4172
H 4.8027 -0.9544 -3.7475
H 1.5097 -1.2062 -0.1384
H 2.4514 -0.8413 -4.0824
H -0.3820 -1.3412 -2.7337
H -0.8079 0.8727 -3.0075
H 0.1318 0.2952 -4.2117
H 0.8232 1.3921 -2.9850
H 0.0072 2.1734 1.9577
H -1.0676 2.2312 3.5650
H 0.2603 0.9327 3.2912
H -2.4950 -0.7828 3.9488
H -2.9827 -1.5772 2.5143
H -1.3060 -1.7771 2.9584
H -3.7626 2.2574 1.6040
H -3.2498 1.4074 0.1125
H -4.2468 0.6997 1.3581
```

The net atomic charges from Mulliken, expressed in e, are: number 1, C, carries -0.203; number 2, C, carries -0.597; number 3, C, carries -0.415; number 4, C, carries -0.540; number 5, C, carries -0.723; number 6, C, carries 0.335; number 7, C, carries 0.576; number 8, C, carries -1.096; number 9, C, carries 0.611; number 10, C, carries -1.661; number 11, C, carries -0.925; number 12, C, carries -1.097; number 13, C, carries -1.101; number 14, Si, carries 0.340; number 15, H, carries 0.223; number 16, H, carries 0.311; number 17, H, carries 0.261; number 18, H, carries 0.642; number 19, H, carries 0.513; number 20, H, carries 0.302; number 21, H, carries 0.510; number 22, H, carries 0.516; number 23, H, carries 0.370; number 24, H, carries 0.259; number 25, H, carries 0.336; number 26, H, carries 0.248; number 27, H, carries 0.390; number 28, H, carries 0.363; number 29, H, carries 0.251; number 30, H, carries 0.340; number 31, H, carries 0.325; number 32, H, carries 0.337



No. 2
2 unconnected molecules or ions with the total composition C8H20NSi, computed with the ωB97M-V functional and the def2-TZVPD basis.

## Properties
Frontier orbital gap   9.08 eV
Highest occupied orbital energy   -12.38 eV
Total charge   +1
Lowest unoccupied orbital energy   -0.1214 hartree

XYZ file:
```
30
C8H20NSi, DFT the ωB97M-V functional and the def2-TZVPD basis
C -1.9949 -0.3502 -0.2434
C -1.5354 0.5501 0.7209
C -1.5412 -2.6771 -0.2855
C 2.4692 0.0292 1.5008
C 2.1530 -1.4149 -0.5434
C -1.2240 3.4796 -0.8456
C -2.6050 -1.6062 0.0212
C 1.5950 0.9874 -0.4987
N 1.6694 -0.2857 0.2564
Si -0.6092 2.2117 0.3870
H -1.9397 -0.0144 -1.2670
H -1.7399 0.2138 1.8191
H -0.6296 -2.4399 0.2976
H -1.2395 -2.6897 -1.3031
H -1.7965 -3.7343 0.0165
H 2.0356 -0.5370 2.2390
H 3.5498 -0.1128 1.4530
H 2.4078 1.0560 1.7290
H 3.0038 -1.0342 -1.0484
H 2.2101 -2.3135 -0.0010
H 1.4346 -1.4910 -1.3236
H -2.1781 3.1460 -1.2042
H -1.2063 4.4871 -0.4413
H -0.5928 3.5208 -1.9163
H -3.4160 -1.8504 -0.7944
H -3.0827 -1.7535 1.0850
H 1.5060 0.9061 -1.5793
H 2.4828 1.5228 -0.2463
H 0.7170 -0.4997 0.5421
H 0.0966 2.6941 1.4737
```

The net atomic charges from Mulliken, expressed in e, are: number 1, C, carries -0.071; number 2, C, carries -0.555; number 3, C, carries -0.980; number 4, C, carries -1.014; number 5, C, carries -1.186; number 6, C, carries -0.982; number 7, C, carries -0.326; number 8, C, carries -1.159; number 9, N, carries 0.526; number 10, Si, carries 0.596; number 11, H, carries 0.344; number 12, H, carries 0.279; number 13, H, carries 0.122; number 14, H, carries 0.342; number 15, H, carries 0.353; number 16, H, carries 0.404; number 17, H, carries 0.350; number 18, H, carries 0.438; number 19, H, carries 0.504; number 20, H, carries 0.390; number 21, H, carries 0.415; number 22, H, carries 0.344; number 23, H, carries 0.353; number 24, H, carries 0.303; number 25, H, carries 0.224; number 26, H, carries 0.307; number 27, H, carries 0.365; number 28, H, carries 0.499; number 29, H, carries -0.033; number 30, H, carries -0.152



No. 3
A molecular structure, C9H16, computed with the ωB97M-V functional and the def2-TZVPD basis.

## Properties
Frontier orbital gap   9.16 eV
Highest occupied orbital energy   -8.23 eV
Lowest unoccupied orbital energy   0.0343 hartree

XYZ file:
```
25
C9H16, DFT the ωB97M-V functional and the def2-TZVPD basis
C 1.1682 3.3005 -1.8848
C 0.3096 1.9863 -1.4442
C 1.2758 0.7675 -1.2376
C 0.2272 0.1186 -0.4678
C -0.7989 -0.4272 -1.4230
C 0.5456 -0.3200 0.7705
C -0.3164 -0.7997 1.8291
C -0.7583 -1.9997 1.6994
C -1.5373 -2.9157 2.6516
H 2.0458 3.1874 -1.0427
H 1.6654 3.2605 -2.8582
H 0.7264 4.3153 -1.4296
H -0.2478 2.2635 -0.4781
H -0.5963 1.8270 -2.1635
H 2.3254 0.6915 -0.8179
H 1.7064 0.2115 -2.1164
H -0.2773 -1.2347 -1.9578
H -1.9688 -0.9266 -1.4804
H -0.9297 0.2440 -2.3262
H 1.3484 0.1197 1.1492
H -0.5145 -0.2443 2.7646
H -0.8416 -2.5904 0.7865
H -0.5579 -3.5716 3.3569
H -2.3022 -2.0059 3.4294
H -2.2743 -3.8108 2.2256
```

The net atomic charges from Mulliken, expressed in e, are: number 1, C, carries -1.067; number 2, C, carries -0.330; number 3, C, carries -0.855; number 4, C, carries 0.805; number 5, C, carries -1.064; number 6, C, carries -0.690; number 7, C, carries -0.303; number 8, C, carries -0.173; number 9, C, carries -0.914; number 10, H, carries 0.223; number 11, H, carries 0.322; number 12, H, carries 0.291; number 13, H, carries 0.284; number 14, H, carries 0.229; number 15, H, carries 0.365; number 16, H, carries 0.335; number 17, H, carries 0.328; number 18, H, carries 0.221; number 19, H, carries 0.252; number 20, H, carries 0.513; number 21, H, carries 0.317; number 22, H, carries 0.243; number 23, H, carries 0.190; number 24, H, carries 0.192; number 25, H, carries 0.287



No. 4
2 unconnected molecules or ions with the total composition CH3NO3, computed with the ωB97M-V functional and the def2-TZVPD basis.

## Properties
Frontier orbital gap (spin up / spin down)   8.53 / 9.45 eV
Highest occupied orbital energy (spin up / spin down)   -10.80 / -10.59 eV
Lowest unoccupied orbital energy (spin up / spin down)   -0.0835 / -0.0418 hartree

XYZ file:
```
8
CH3NO3, DFT the ωB97M-V functional and the def2-TZVPD basis
C -0.2367 0.0390 -1.4457
N 0.0631 0.5557 -0.2419
O 0.8131 1.4866 -0.0750
O 0.7826 -0.8704 2.1387
O -0.6579 0.0444 0.6686
H -0.7691 -0.8952 -1.4800
H -0.0555 0.6245 -2.3324
H 0.0604 -0.9845 2.7678
```

The net atomic charges from Mulliken, expressed in e, are: number 1, C, carries -0.397; number 2, N, carries 0.829; number 3, O, carries -0.534; number 4, O, carries -0.352; number 5, O, carries -0.486; number 6, H, carries 0.330; number 7, H, carries 0.298; number 8, H, carries 0.313



Number 1: maximum force 6.21 eV/Å, DFT total energy -795.49953 a.u.. Number 2: maximum force 5.09 eV/Å, DFT total energy -660.68770 a.u.. Number 3: maximum force 6.10 eV/Å, DFT total energy -352.21717 a.u.. Number 4: maximum force 2.46 eV/Å, DFT total energy -320.11062 a.u..